Entry 1:
105
Properties=species:S:1:pos:R:3:mulliken_charge:R:1 method="wB97M-V/def2-TZVPD" homo_ha=-0.1786 total_charge=-1
K -2.247 -1.248 0.571 0.78
C 0.259 -4.192 0.420 -1.25
N -0.073 -3.419 -0.884 0.40
C -0.167 -4.399 -1.936 -1.06
C -0.306 -3.889 -3.295 0.50
N 0.513 -4.238 -4.295 -0.85
C -0.006 -3.547 -5.373 0.74
C 0.430 -3.564 -6.717 -0.79
C -0.199 -2.690 -7.630 -0.48
C -1.162 -1.770 -7.167 -0.58
C -1.587 -1.733 -5.863 -0.67
C -1.055 -2.675 -4.995 0.46
N -1.188 -2.898 -3.628 0.17
C -0.348 -3.438 1.600 0.46
N -1.605 -3.545 1.966 -0.76
C -1.721 -2.685 3.051 -0.04
C -2.798 -2.391 3.867 -0.72
C -2.646 -1.612 4.989 -0.95
C -1.372 -1.028 5.175 -0.30
C -0.248 -1.229 4.382 -0.61
C -0.476 -2.044 3.284 1.58
N 0.370 -2.554 2.328 0.13
H 1.314 -4.329 0.479 0.46
H -0.238 -5.152 0.401 0.67
H 0.820 -2.910 -1.024 -0.23
H -0.993 -5.092 -1.766 0.51
H 0.716 -4.986 -2.001 0.37
H 1.143 -4.278 -6.977 0.52
H -0.058 -2.674 -8.712 0.36
H -1.443 -0.967 -7.873 0.33
H -2.347 -1.000 -5.557 0.36
H -1.919 -2.491 -3.055 0.26
H -3.672 -2.915 3.631 0.52
H -3.421 -1.320 5.664 0.39
H -1.317 -0.327 6.000 0.39
H 0.710 -0.704 4.606 0.17
H 1.270 -2.147 2.100 -0.16
O 2.049 -1.916 -0.111 -0.95
C 1.868 -0.716 0.015 -0.09
O 0.657 -0.194 0.195 0.87
C 2.937 0.293 -0.034 -0.24
C 4.270 0.179 0.046 -0.51
C 5.053 1.316 0.088 -0.80
C 4.454 2.553 -0.166 -0.57
C 3.063 2.720 -0.354 -0.88
C 2.262 1.583 -0.102 0.61
S 0.563 1.487 0.153 0.53
H 4.758 -0.798 0.004 0.48
H 6.164 1.263 0.201 0.38
H 5.086 3.478 -0.185 0.30
H 2.697 3.659 -0.651 0.62
O -1.939 1.459 0.642 0.25
S -3.231 1.746 1.316 1.00
C -4.136 2.807 0.227 -1.49
C -4.643 2.021 -0.962 -0.67
C -3.956 2.464 -2.236 -1.18
C -2.516 1.984 -2.292 0.52
S -2.203 0.499 -3.264 0.23
O -2.563 -0.751 -2.376 -0.66
C -0.411 0.515 -3.411 0.67
C 0.212 1.515 -4.158 -0.94
C 1.517 1.469 -4.513 -0.82
C 2.308 0.478 -3.918 -0.84
C 1.740 -0.481 -3.073 -0.78
C 0.388 -0.462 -2.783 0.48
C -2.661 2.775 2.678 0.29
C -2.505 4.138 2.423 -0.70
C -2.107 4.926 3.535 -0.57
C -1.796 4.313 4.767 -0.87
C -1.814 2.926 4.878 -0.34
C -2.403 2.155 3.882 -0.64
H -3.443 3.504 -0.194 0.52
H -4.897 3.394 0.702 0.58
H -5.732 2.231 -1.124 0.37
H -4.685 0.938 -0.880 0.43
H -3.894 3.560 -2.181 0.44
H -4.601 2.089 -3.125 0.35
H -1.918 1.972 -1.383 -0.34
H -2.042 2.706 -2.910 0.47
H -0.392 2.364 -4.495 0.32
H 1.971 2.333 -5.014 0.37
H 3.343 0.408 -4.036 0.53
H 2.295 -1.301 -2.614 0.42
H -0.017 -1.130 -2.066 0.77
H -2.730 4.623 1.497 0.39
H -1.939 5.960 3.400 0.44
H -1.388 5.011 5.510 0.30
H -1.543 2.399 5.766 0.45
H -2.732 1.147 3.980 0.53
C 3.038 2.202 3.520 -0.90
N 3.616 0.828 3.724 0.19
C 4.899 0.645 4.130 -0.05
C 5.540 -0.509 3.926 -0.75
C 4.959 -1.528 3.054 0.48
O 5.704 -2.481 2.874 -0.75
N 3.626 -1.356 2.732 -0.32
C 2.992 -0.172 3.012 -0.12
O 1.859 0.079 2.582 -0.05
H 3.395 2.619 2.600 0.20
H 3.502 2.864 4.241 0.45
H 1.963 2.179 3.471 0.16
H 5.416 1.484 4.683 0.22
H 6.560 -0.547 4.219 0.40
O -4.838 1.606 2.425 -0.72
N -3.984 0.552 1.750 -0.54


Entry 2:
97
Properties=species:S:1:pos:R:3:mulliken_charge:R:1 method="wB97M-V/def2-TZVPD" homo_ha=-0.3783 total_charge=+1
Bi -4.839 -19.063 11.739 2.06
C -3.661 -18.575 16.155 -1.31
C -3.909 -19.042 14.789 0.78
N -4.827 -18.530 14.046 0.19
N -5.415 -17.407 14.560 -0.69
C -5.673 -16.500 13.695 0.56
S -5.357 -16.531 11.987 -0.47
S -6.403 -14.970 14.250 -0.14
C -5.955 -14.924 16.044 -0.92
C -4.485 -14.583 16.293 0.62
C -4.000 -14.883 17.553 -0.53
C -2.703 -14.466 17.841 -0.38
C -1.938 -13.759 16.998 -0.55
C -2.421 -13.490 15.686 -0.55
C -3.684 -13.843 15.404 -0.23
C -3.068 -20.190 14.238 0.43
C -2.757 -21.232 15.113 -0.86
C -1.934 -22.290 14.656 -0.67
C -1.280 -22.178 13.450 -0.54
C -1.563 -21.069 12.604 -0.81
C -2.404 -20.055 13.023 0.64
O -2.689 -18.954 12.294 -1.03
H -3.434 -17.514 16.212 0.24
H -4.563 -18.769 16.747 0.33
H -2.846 -19.147 16.544 0.56
H -6.580 -14.103 16.433 0.48
H -6.326 -15.849 16.461 0.33
H -4.563 -15.497 18.208 0.44
H -2.360 -14.741 18.824 0.36
H -0.922 -13.550 17.245 0.40
H -1.845 -12.941 14.915 0.37
H -4.084 -13.673 14.395 0.32
H -3.269 -21.322 16.069 0.43
H -1.786 -23.160 15.306 0.41
H -0.562 -22.906 13.136 0.45
H -1.099 -20.952 11.648 0.53
C -8.343 -26.228 10.850 -0.68
S -8.229 -25.173 9.393 -0.08
C -8.096 -23.474 9.985 0.01
C -8.110 -22.500 8.800 -1.77
C -8.485 -21.079 9.147 -1.14
N -7.500 -20.275 9.880 0.82
P -6.249 -19.367 9.097 -0.40
C -7.001 -18.301 7.857 0.14
C -6.922 -16.985 8.173 -0.64
C -7.572 -16.069 7.380 -0.48
C -8.230 -16.488 6.243 -0.61
C -8.255 -17.848 5.882 -0.99
C -7.632 -18.770 6.723 0.30
C -5.243 -20.540 8.169 0.96
C -4.777 -21.666 8.811 -0.43
C -3.988 -22.570 8.169 -0.92
C -3.693 -22.364 6.826 -0.54
C -4.153 -21.243 6.164 -0.72
C -4.868 -20.265 6.825 -0.76
P -7.805 -19.666 11.436 0.33
C -8.386 -21.077 12.422 0.71
C -7.471 -21.859 13.114 -0.01
C -7.809 -22.996 13.844 -0.68
C -9.198 -23.361 13.884 -0.49
C -10.124 -22.681 13.128 -0.80
C -9.731 -21.521 12.431 -0.46
C -9.338 -18.603 11.210 0.27
C -10.098 -18.296 12.307 -0.45
C -11.305 -17.588 12.181 -0.75
C -11.706 -17.120 10.921 -0.59
C -11.023 -17.617 9.780 -0.73
C -9.843 -18.283 9.948 -0.10
H -8.717 -27.185 10.564 0.38
H -9.085 -25.714 11.503 0.14
H -7.405 -26.285 11.373 0.25
H -7.252 -23.450 10.692 0.28
H -8.980 -23.235 10.609 -0.03
H -8.882 -22.895 8.095 0.68
H -7.183 -22.531 8.235 0.47
H -9.391 -21.099 9.687 0.82
H -8.770 -20.478 8.246 0.28
H -6.447 -16.709 9.088 0.27
H -7.575 -14.997 7.633 0.40
H -8.832 -15.712 5.744 0.36
H -8.772 -18.164 5.002 0.47
H -7.695 -19.820 6.486 0.51
H -5.091 -21.723 9.829 0.49
H -3.564 -23.497 8.604 0.40
H -3.037 -23.008 6.310 0.47
H -3.873 -21.201 5.102 0.37
H -5.078 -19.318 6.401 0.63
H -6.430 -21.440 13.143 0.06
H -7.095 -23.611 14.415 0.45
H -9.448 -24.216 14.477 0.45
H -11.124 -23.065 13.167 0.46
H -10.432 -20.937 11.828 0.36
H -9.731 -18.479 13.335 0.41
H -11.815 -17.274 13.091 0.38
H -12.633 -16.588 10.786 0.41
H -11.489 -17.385 8.745 0.31
H -9.456 -18.718 9.041 0.46